(1)
Computed, not measured: 4 unconnected molecules or ions with the total composition C25H37F6NO8 in a non-equilibrium geometry, with the ωB97M-V functional and the def2-TZVPD basis.

```
77
Properties=species:S:1:pos:R:3:forces:R:3
O -0.48992 4.24714 4.82044 1.9 -3.7 2.0
C 0.12319 3.24794 5.24536 1.0 1.0 -1.4
N -0.00148 2.55352 6.56143 -0.9 -0.8 -3.1
C 0.65023 1.21694 6.45385 0.5 -3.4 1.1
O 0.42934 0.22068 7.19262 0.5 4.3 -2.5
C 1.65650 1.16407 5.22530 0.0 2.2 -1.6
C 2.74316 0.15281 4.81946 -1.0 3.1 -2.2
C 3.50550 0.44662 3.47474 -2.8 2.2 1.5
C 4.63941 -0.56242 2.98117 0.1 -0.6 1.1
F 5.91005 0.05958 2.79566 -3.1 -1.6 0.0
F 4.84107 -1.54588 4.00735 -0.4 2.1 -2.6
F 4.25038 -1.24894 1.80480 1.3 1.6 2.5
C 3.10492 1.72116 2.66587 -0.9 0.2 1.8
C 3.82107 2.06016 1.25399 -0.9 -0.6 1.5
C 3.00475 1.24171 0.12924 -1.3 0.0 -0.6
C 1.59933 1.99217 -0.10060 -1.5 -1.0 -0.2
F 1.58913 3.19962 -0.87355 0.4 -1.7 2.6
C 0.35125 1.55187 0.41912 1.0 0.6 -0.2
F -0.06750 0.19891 0.28463 1.1 3.4 1.5
F -0.54738 2.39038 1.15111 1.7 -2.5 -2.8
C 2.01529 2.73961 3.15001 0.1 -2.9 2.4
C 1.26160 2.46002 4.46778 3.4 -2.9 -1.7
H -1.03966 2.46623 6.59944 0.9 -0.2 1.1
H 2.94751 -0.75355 5.47158 -0.2 1.4 -1.1
H 4.91072 1.74341 1.36426 -1.5 0.4 -0.6
H 3.76636 3.19041 1.11026 0.1 -1.6 0.0
H 2.72653 0.20275 0.54937 0.5 1.7 -0.7
H 3.57994 1.08228 -0.84553 -0.8 0.4 1.3
H 1.72540 3.66797 2.55947 0.7 -1.5 0.7
C -2.78915 1.82051 -2.09143 0.1 0.0 -0.1
O -2.36095 0.89661 -3.08356 -0.1 -0.1 0.3
C -2.11902 -0.40322 -2.54837 -0.1 0.0 -0.5
C -3.29372 -1.34097 -2.81124 0.0 0.1 0.6
O -4.46426 -0.91500 -2.10976 0.2 0.1 -0.3
C -5.36758 -0.20325 -2.94382 -0.1 0.0 0.2
H -3.23481 2.67983 -2.59592 0.1 -0.1 0.0
H -3.53599 1.38700 -1.42142 0.0 0.0 0.0
H -1.92834 2.16139 -1.50811 0.0 0.1 0.1
H -1.88538 -0.34527 -1.47988 -0.1 0.0 -0.1
H -1.23594 -0.79964 -3.06015 0.0 0.0 0.0
H -3.03948 -2.33356 -2.42680 0.0 0.0 0.0
H -3.50002 -1.43116 -3.88274 0.1 0.1 0.0
H -5.93255 -0.90670 -3.56160 0.0 0.0 -0.1
H -4.85514 0.51678 -3.58537 0.0 0.0 0.0
H -6.06428 0.34087 -2.30335 0.1 -0.1 0.0
C 4.56342 0.08864 -4.81959 0.1 -0.1 0.1
O 3.69792 0.35630 -3.72380 -0.1 0.1 -0.3
C 2.74170 1.37427 -4.01995 -0.1 -0.3 0.4
C 1.38512 0.78475 -4.37221 0.1 0.2 -0.6
O 1.43847 0.03601 -5.58867 0.2 -0.1 0.4
C 1.53913 -1.36214 -5.36040 0.0 0.1 -0.2
H 5.05035 -0.87217 -4.64230 0.0 0.1 0.1
H 4.02110 0.03214 -5.76661 0.0 0.0 0.1
H 5.33013 0.86629 -4.88291 0.0 0.0 -0.1
H 3.11053 2.03145 -4.81510 -0.1 -0.1 0.0
H 2.62969 1.97833 -3.11374 0.0 0.0 0.0
H 0.68058 1.60476 -4.53826 0.0 0.0 0.1
H 1.00383 0.16563 -3.55329 0.1 0.0 0.0
H 0.55727 -1.76513 -5.09634 0.0 -0.1 0.1
H 2.25604 -1.59998 -4.57147 0.0 0.0 0.0
H 1.87589 -1.83396 -6.28541 -0.1 0.1 0.0
C -3.41289 -3.05988 3.88210 -0.1 0.1 0.0
O -3.34904 -1.85808 3.12578 0.2 -0.3 -0.1
C -2.13776 -1.74722 2.38083 -0.4 0.3 -0.2
C -2.34109 -2.13605 0.92011 0.3 -0.5 0.2
O -2.67078 -3.52114 0.79301 -0.2 0.3 0.1
C -4.06617 -3.73230 0.62551 0.1 -0.2 -0.1
H -4.45170 -3.22294 4.17531 0.1 0.1 0.0
H -3.07587 -3.92571 3.30654 0.0 0.1 0.0
H -2.80297 -2.96078 4.78486 0.0 -0.1 0.0
H -1.34217 -2.34157 2.84406 -0.1 -0.1 -0.1
H -1.83488 -0.69601 2.42202 0.0 0.0 0.0
H -1.39877 -1.98642 0.38480 0.0 0.0 0.0
H -3.10728 -1.51330 0.44583 0.0 0.0 0.1
H -4.35127 -3.51725 -0.40798 -0.1 0.1 0.0
H -4.65995 -3.11606 1.30384 0.0 0.0 0.0
H -4.27869 -4.78184 0.83837 0.1 0.0 0.0
```
Forces are in eV/Å.

Values from the calculation:
gap between HOMO and LUMO	7.65	eV
HOMO energy	-9.17	eV
SMILES	O=C1NC(=O)c2cc(C(F)(F)F)c(CCC(F)=C(F)F)cc21.COCCOC.COCCOC.COCCOC
total charge	0

(2)
Computed, not measured: a molecular structure, C25H37MnN2O4PSTe2 in a non-equilibrium geometry, with the ωB97M-V functional and the def2-TZVPD basis.

```
73
Properties=species:S:1:pos:R:3:forces:R:3
Mn 0.52053 0.98902 0.08179 -2.9 -0.4 1.2
C 8.81587 -0.16187 0.35458 0.0 0.0 0.1
C 7.34840 0.12445 0.45781 -0.1 0.0 0.0
C 6.41710 -0.61867 -0.26836 0.0 0.0 0.0
C 5.06266 -0.34157 -0.19877 -0.1 -0.1 -0.1
C 4.64786 0.69049 0.62444 -0.1 0.0 0.4
C 5.53753 1.42613 1.39543 -0.1 0.0 0.1
C 6.88712 1.13915 1.29931 0.0 0.0 0.0
S 2.94106 1.19673 0.63583 1.7 0.6 -0.5
C 3.08138 2.32512 -0.79526 0.0 -0.1 0.2
O 2.12403 0.02122 0.07240 0.8 -0.7 -0.4
H 9.03423 -0.82214 -0.48172 0.0 0.0 0.0
H 9.17315 -0.63854 1.26941 0.0 0.0 0.0
H 9.38114 0.76104 0.22808 0.0 0.0 0.0
H 6.75584 -1.42835 -0.90178 0.0 0.0 0.0
H 4.34400 -0.92079 -0.76451 0.0 0.0 0.0
H 5.18405 2.20863 2.05709 0.0 0.0 0.0
H 7.59183 1.70691 1.89353 0.0 0.0 0.0
H 3.65243 1.82763 -1.57614 0.0 -0.1 0.0
H 3.60122 3.22215 -0.45855 0.0 0.0 0.0
H 2.08426 2.59296 -1.15672 0.0 0.1 0.1
C -2.90209 -2.32839 4.50588 0.0 0.2 0.0
C -1.57997 -1.65104 4.22175 0.0 -0.4 0.1
O -1.76599 -0.22976 3.94990 -0.2 0.1 -0.3
P -1.63053 0.43187 2.53982 -0.1 0.1 0.3
O -0.21653 0.48888 2.03621 0.5 0.4 -1.1
Te -3.07283 -0.69176 0.88900 0.2 0.1 0.2
O -2.16647 1.88484 2.77391 0.1 -0.1 -0.1
C -3.47966 2.14551 3.33898 -0.3 0.1 0.1
C -3.80908 3.60230 3.11785 0.2 -0.1 -0.1
H -2.71181 -3.34468 4.84987 0.0 0.0 0.0
H -3.53113 -2.37656 3.61833 0.0 0.0 0.0
H -3.44055 -1.80047 5.29260 0.0 0.0 0.0
H -1.05723 -2.12002 3.38521 0.0 0.1 0.0
H -0.93536 -1.68763 5.09611 0.1 0.1 0.0
H -3.45078 1.89954 4.39969 0.1 -0.1 0.0
H -4.21352 1.49785 2.84865 0.0 0.0 0.0
H -3.05537 4.23263 3.58856 0.0 0.0 0.0
H -4.77811 3.82923 3.55984 0.0 0.0 0.0
H -3.84533 3.82882 2.05198 0.0 0.0 0.0
C -3.58379 -4.83026 -4.96940 0.0 0.0 0.0
C -2.92312 -3.98227 -3.92422 0.1 0.0 0.1
C -2.05996 -4.53451 -2.98278 -0.1 0.0 -0.1
C -1.43446 -3.76519 -2.01362 0.1 0.0 0.2
C -0.52314 -4.44686 -1.02226 -0.1 0.0 -0.1
C -1.69839 -2.38511 -1.99379 0.1 0.2 -0.1
Te -0.75188 -1.28897 -0.41113 -0.1 -0.7 -0.2
C -2.55723 -1.79599 -2.92781 0.0 0.2 0.1
C -2.87188 -0.32348 -2.95575 0.0 -0.2 0.0
C -3.15777 -2.61419 -3.87453 0.0 0.0 0.0
H -3.29680 -5.87507 -4.87545 0.0 0.0 0.0
H -3.30990 -4.48381 -5.96675 0.0 0.0 0.0
H -4.66911 -4.75892 -4.88702 0.0 0.0 0.0
H -1.86865 -5.60048 -3.00262 0.0 0.0 0.0
H -0.41721 -5.50020 -1.27134 0.0 0.0 0.0
H -0.93251 -4.38066 -0.01261 0.1 0.0 0.0
H 0.47222 -4.00186 -1.02238 0.0 0.0 0.1
H -2.34347 0.20905 -2.16863 -0.1 -0.1 0.0
H -3.94382 -0.16323 -2.82776 0.0 0.0 0.0
H -2.58967 0.10695 -3.91791 0.0 0.0 0.0
H -3.82991 -2.16527 -4.59802 0.0 0.0 0.0
C -1.77193 2.74777 -2.26436 0.0 0.2 0.1
C -1.26258 3.31567 -0.98950 0.1 -0.2 -0.1
N -0.54203 2.65789 -0.08584 0.0 0.4 0.1
C -0.25731 3.56051 0.93657 -0.1 0.1 -0.1
C -0.80476 4.75765 0.63081 0.1 0.0 0.2
N -1.44005 4.57965 -0.57671 0.0 0.0 0.0
H -1.24333 1.82070 -2.47281 0.0 0.1 0.0
H -1.61838 3.43853 -3.09295 0.0 0.0 0.0
H -2.83938 2.53251 -2.19587 0.0 0.0 0.0
H 0.28416 3.27471 1.82338 0.0 0.0 0.0
H -0.80270 5.69612 1.15681 0.0 0.0 0.0
H -1.95463 5.28774 -1.07575 0.0 0.0 0.0
```
Forces are in eV/Å.

Values from the calculation:
gap between HOMO and LUMO (alpha / beta)	7.28 / 7.33	eV
HOMO energy (alpha / beta)	-13.35 / -13.33	eV
2S+1	2
energy above the lowest of the compared OMol25 structures with the same formula, charge and spin	100.2	kJ/mol
expectation value of S²	0.8028
total charge	+2

(3)
Computed, not measured: a gas-phase ion, C25H37N6O3 (charge +1) in a non-equilibrium geometry, with the ωB97M-V functional and the def2-TZVPD basis.

```
71
Properties=species:S:1:pos:R:3:forces:R:3
C 4.89127 1.83235 0.81618 -0.1 0.0 -0.2
H 5.90393 1.79923 1.20992 0.1 0.0 0.1
H 4.30145 1.07714 1.33090 0.0 0.0 0.1
C 4.89513 1.56945 -0.68510 0.1 -0.2 0.2
C 5.44250 0.17887 -1.00259 0.0 0.2 -0.3
C 5.61199 -0.09516 -2.49955 -0.1 0.0 0.1
C 4.31359 -0.06121 -3.30785 0.2 -0.2 0.2
C 3.38601 -1.23896 -2.99967 -0.1 0.4 -0.1
C 1.95830 -0.94893 -3.46564 0.1 -0.4 0.3
H 1.62700 0.02318 -3.09650 0.0 0.1 -0.1
H 1.94649 -0.88732 -4.55528 -0.1 0.0 0.0
C 0.95076 -2.02414 -3.07162 0.0 0.4 -1.1
N 0.81372 -2.25175 -1.63488 0.2 0.1 0.6
C 1.14125 -1.32427 -0.73741 0.4 -0.3 0.4
C 1.00751 -1.56944 0.63123 0.1 -0.3 -0.1
C 0.46747 -2.76153 1.05971 0.2 0.4 -0.3
C 0.08538 -3.70121 0.09678 0.0 0.1 -0.2
C 0.26865 -3.41626 -1.23033 -0.3 -0.6 0.5
H -0.01006 -4.11844 -2.00156 0.1 0.1 -0.1
H -0.34555 -4.64455 0.38924 0.0 -0.1 -0.1
H 0.34830 -2.97126 2.11107 0.0 0.0 0.1
C 1.50915 -0.50041 1.56312 -0.1 -0.3 -0.2
O 2.67700 -0.48276 1.89287 0.2 -0.1 0.0
N 0.59815 0.41200 1.95894 0.0 0.2 0.0
C -0.78393 0.40023 1.65428 -0.4 -0.1 0.1
C -1.65815 0.78214 2.68348 -0.1 -0.3 -0.4
N -1.20772 1.11969 3.89803 -0.2 0.1 0.0
H -1.89402 1.40622 4.57722 0.0 0.0 -0.1
C 0.19690 1.16551 4.22002 0.5 -0.2 0.0
H 0.37691 1.96504 4.94037 0.0 0.0 0.0
C 1.00419 1.41589 2.94023 0.2 0.4 0.3
C 0.81140 2.82398 2.39003 0.0 -0.2 0.0
H -0.24019 3.04670 2.22588 -0.1 0.1 0.0
H 1.21644 3.54875 3.09017 0.0 0.1 0.1
H 1.34036 2.92675 1.44613 0.0 0.0 -0.1
H 2.06545 1.24038 3.13863 -0.3 0.0 0.0
H 0.51427 0.21678 4.67144 0.0 0.1 0.0
N -3.00006 0.85742 2.51503 -0.3 0.1 0.2
C -3.47723 0.58815 1.33680 0.6 0.0 0.1
N -2.70318 0.24755 0.28992 -0.4 0.0 -0.2
C -1.31173 0.18864 0.35115 0.0 0.2 0.2
O -0.70678 -0.04208 -0.70246 -0.3 0.4 -0.1
H -3.16558 0.10486 -0.61449 0.1 0.0 0.2
N -4.83639 0.67349 1.16711 0.0 0.0 0.1
C -5.54044 0.43796 -0.00271 -0.2 0.2 0.4
O -4.98337 0.10248 -1.02229 0.1 -0.1 -0.3
C -7.03429 0.60048 0.15316 -0.2 -0.2 -0.3
C -7.68396 0.83916 -1.20668 0.2 0.1 0.2
H -8.76232 0.90764 -1.09889 -0.1 0.0 0.0
H -7.31796 1.76243 -1.64831 0.0 0.1 -0.1
H -7.44851 0.02120 -1.88210 0.0 0.0 -0.1
C -7.58116 -0.67640 0.80609 0.0 0.2 0.0
H -7.12520 -0.85657 1.77733 0.0 -0.1 0.1
H -7.38961 -1.53429 0.16606 0.0 -0.1 -0.1
H -8.65504 -0.58362 0.94153 -0.1 0.0 0.0
H -7.23277 1.45227 0.81184 0.1 0.0 0.0
H -5.33752 0.95006 2.00130 0.1 0.0 -0.1
H 1.59994 -0.41326 -1.08105 0.0 -0.1 -0.1
H -0.03690 -1.74090 -3.45025 0.1 -0.1 0.1
H 1.23630 -2.97561 -3.52776 -0.1 0.1 0.1
H 3.40381 -1.43203 -1.92615 0.0 -0.1 0.0
H 3.75941 -2.13680 -3.49572 0.0 -0.1 0.1
H 4.55701 -0.06750 -4.37165 -0.1 0.1 -0.1
H 3.79322 0.87559 -3.10398 -0.1 0.1 -0.1
H 6.28994 0.65512 -2.91076 0.1 0.0 0.0
H 6.08525 -1.07104 -2.62892 0.1 0.0 -0.1
H 4.79611 -0.57139 -0.54125 0.0 -0.1 0.1
H 6.42333 0.08165 -0.53303 0.0 -0.1 0.1
H 5.50702 2.32159 -1.18758 0.0 0.1 -0.1
H 3.87401 1.66770 -1.06187 0.0 0.1 -0.1
H 4.47331 2.81334 1.03271 0.0 0.1 0.1
```
Forces are in eV/Å.

Values from the calculation:
gap between HOMO and LUMO	7.84	eV
HOMO energy	-10.90	eV
SMILES	CCCCCCCC[n+]1cccc(C(=O)N2c3c(nc(NC(=O)C(C)C)[nH]c3=O)NC[C@@H]2C)c1
energy above the lowest of the compared OMol25 structures with the same formula, charge and spin	18.4	kJ/mol
total charge	+1

Number 1: E -60689.172 eV. Number 2: E -103714.029 eV. Number 3: E -41606.012 eV.